(1)
{"formula": "C27H28BrN9O14P2Zr", "method": "ωB97M-V with the def2-TZVPD basis set", "orbital_gap_ev": 7.571, "e_homo_ev": -8.39, "e_above_lowest_kj_mol": 0.0, "total_energy_ev": -160436.943, "symbols": ["Zr", "C", "N", "C", "C", "C", "C", "C", "C", "C", "C", "H", "H", "H", "H", "H", "H", "H", "H", "H", "H", "H", "H", "C", "C", "C", "C", "C", "Br", "N", "C", "H", "H", "H", "H", "H", "H", "N", "C", "C", "N", "C", "C", "N", "C", "C", "N", "H", "H", "H", "H", "H", "H", "O", "P", "O", "O", "O", "P", "O", "O", "O", "H", "H", "O", "N", "O", "C", "C", "C", "C", "O", "C", "C", "N", "O", "O", "N", "O", "O", "H", "H"], "positions_angstrom": [[-0.340, -0.558, -0.764], [3.318, 0.993, 0.198], [2.863, 0.236, -0.957], [3.136, 0.993, -2.174], [3.538, -1.057, -1.051], [3.321, -1.940, 0.144], [4.376, -2.409, 0.914], [4.161, -3.236, 2.010], [2.866, -3.600, 2.345], [1.797, -3.145, 1.587], [2.024, -2.322, 0.491], [4.403, 1.194, 0.156], [3.108, 0.441, 1.114], [2.789, 1.946, 0.225], [4.217, 1.178, -2.288], [2.621, 1.951, -2.144], [2.786, 0.435, -3.041], [4.622, -0.914, -1.197], [3.151, -1.557, -1.944], [5.384, -2.113, 0.649], [4.999, -3.589, 2.596], [2.682, -4.242, 3.197], [0.779, -3.422, 1.835], [0.903, 6.104, 2.821], [0.773, 4.610, 2.735], [1.854, 3.761, 2.946], [1.688, 2.390, 2.863], [0.419, 1.933, 2.556], [0.152, 0.049, 2.377], [-0.629, 2.693, 2.370], [-0.448, 4.011, 2.456], [0.689, 6.455, 3.832], [0.208, 6.598, 2.144], [1.913, 6.422, 2.565], [2.832, 4.172, 3.166], [2.509, 1.705, 3.013], [-1.329, 4.620, 2.281], [-3.865, -1.599, -3.212], [-3.044, -2.497, -3.861], [-1.857, -2.466, -3.205], [-1.944, -1.571, -2.167], [-3.157, -1.063, -2.205], [-3.489, -0.048, -1.230], [-2.512, 0.438, -0.496], [-3.080, 1.323, 0.385], [-4.420, 1.366, 0.164], [-4.667, 0.493, -0.876], [-4.783, -1.325, -3.513], [-3.370, -3.049, -4.723], [-0.955, -3.016, -3.402], [-2.483, 1.854, 1.108], [-5.208, 1.913, 0.647], [-5.572, 0.261, -1.245], [0.867, 1.380, -4.495], [-0.364, 0.739, -3.721], [-1.451, 0.299, -4.600], [0.287, -0.256, -2.740], [-0.924, 1.919, -2.754], [-0.193, 2.633, -1.495], [-1.418, 3.474, -0.901], [0.933, 3.495, -1.861], [0.044, 1.483, -0.497], [0.588, 1.755, -5.339], [-1.298, 4.402, -1.139], [-3.410, -6.879, 3.574], [-2.729, -6.840, 2.567], [-2.263, -7.810, 2.006], [-2.447, -5.522, 1.995], [-2.978, -4.389, 2.615], [-2.724, -3.170, 2.059], [-1.885, -2.972, 0.921], [-1.574, -1.792, 0.569], [-1.428, -4.169, 0.306], [-1.698, -5.420, 0.850], [-0.714, -4.019, -0.917], [-0.260, -5.040, -1.373], [0.992, -1.873, -0.249], [-3.372, -1.995, 2.655], [-3.284, -1.850, 3.856], [-3.995, -1.271, 1.903], [-3.584, -4.483, 3.505], [-1.317, -6.305, 0.359]], "forces_ev_per_a": [[0.042, -0.471, 0.099], [-0.035, -0.044, -0.048], [0.033, -0.036, 0.000], [-0.008, -0.002, 0.004], [-0.005, 0.019, 0.013], [0.020, 0.010, -0.041], [-0.002, -0.002, 0.043], [-0.015, 0.017, -0.014], [0.019, -0.003, -0.008], [-0.028, -0.015, 0.006], [0.012, 0.019, 0.023], [-0.001, 0.004, 0.003], [-0.005, -0.006, -0.007], [-0.009, 0.008, 0.002], [0.005, -0.005, -0.009], [0.005, -0.016, -0.008], [0.015, 0.011, 0.019], [0.010, -0.020, -0.006], [0.007, 0.019, -0.005], [0.002, -0.003, -0.001], [-0.002, -0.004, 0.001], [-0.001, 0.003, 0.001], [0.003, -0.005, 0.006], [-0.009, -0.020, 0.005], [-0.012, 0.016, -0.001], [0.020, -0.010, 0.020], [-0.006, 0.043, -0.007], [0.048, -0.062, 0.044], [-0.030, 0.057, -0.012], [-0.039, -0.003, -0.041], [0.003, -0.006, -0.023], [0.009, 0.001, 0.000], [0.000, 0.004, 0.002], [-0.001, 0.007, -0.005], [-0.002, 0.002, 0.001], [-0.021, 0.008, 0.000], [0.000, 0.006, 0.001], [-0.025, -0.020, -0.011], [0.011, -0.010, -0.005], [-0.013, 0.011, 0.021], [-0.019, -0.075, -0.086], [0.047, 0.045, 0.031], [-0.005, 0.007, -0.040], [-0.041, 0.099, 0.006], [0.033, -0.003, 0.011], [0.005, 0.018, -0.029], [-0.016, -0.015, 0.047], [0.000, 0.004, 0.009], [-0.004, 0.002, 0.000], [0.004, 0.001, -0.006], [0.003, 0.008, 0.002], [-0.002, 0.002, -0.005], [0.000, 0.001, 0.003], [0.025, -0.021, -0.022], [-0.043, 0.062, 0.102], [-0.021, -0.009, 0.026], [-0.158, 0.196, 0.175], [0.133, 0.074, -0.155], [-0.004, -0.014, 0.133], [0.023, -0.010, 0.009], [-0.007, -0.011, -0.012], [-0.106, -0.196, -0.142], [0.001, -0.016, 0.010], [-0.003, -0.014, 0.009], [-0.016, -0.010, -0.001], [0.039, 0.067, 0.008], [-0.009, -0.012, -0.013], [-0.054, 0.044, 0.058], [0.011, -0.104, 0.012], [-0.010, 0.067, 0.012], [-0.067, -0.049, 0.096], [0.135, 0.327, -0.243], [-0.064, -0.053, 0.180], [0.047, -0.022, -0.109], [0.008, 0.014, -0.029], [0.079, -0.067, -0.090], [0.056, 0.204, -0.016], [-0.022, -0.098, -0.015], [-0.002, 0.021, -0.020], [0.023, 0.009, 0.042], [-0.001, 0.010, 0.000], [0.007, 0.015, -0.007]], "lowdin_charge": [1.8364, -0.0916, -0.2671, -0.1004, -0.1557, -0.1604, -0.0370, -0.0893, -0.0799, -0.0239, -0.3283, 0.0963, 0.0664, 0.0790, 0.0928, 0.0609, 0.0709, 0.1238, 0.1334, 0.1116, 0.0986, 0.1039, 0.1057, -0.0447, -0.2479, -0.0115, -0.1030, -0.6969, 0.9184, 0.0518, -0.0891, 0.0860, 0.0786, 0.0802, 0.1227, 0.1009, 0.1222, 0.1438, -0.0460, -0.1057, -0.0058, -0.2513, -0.2516, 0.0145, -0.0987, -0.0492, 0.1427, 0.1647, 0.1214, 0.1201, 0.0903, 0.1209, 0.1633, -0.0911, 0.2299, -0.2480, -0.4116, -0.2593, 0.2364, -0.1118, -0.2507, -0.4605, 0.0961, 0.0885, 0.0747, -0.3599, 0.0809, -0.1328, 0.0901, -0.0583, -0.2882, -0.2400, -0.1607, 0.0805, -0.0025, 0.0171, -0.3252, -0.3395, 0.0995, 0.0884, 0.1392, 0.1315]}

(2)
{"formula": "C27H28F17N2O7", "method": "ωB97M-V with the def2-TZVPD basis set", "orbital_gap_ev": 3.490, "e_homo_ev": -2.42, "e_above_lowest_kj_mol": 0.0, "total_charge": -1, "total_energy_ev": -91961.847, "symbols": ["C", "C", "C", "N", "C", "O", "C", "C", "C", "C", "C", "F", "F", "C", "F", "F", "C", "F", "F", "C", "F", "F", "C", "F", "F", "C", "F", "F", "C", "F", "F", "C", "F", "F", "F", "N", "C", "C", "C", "O", "O", "C", "C", "H", "H", "H", "H", "H", "H", "H", "H", "H", "H", "H", "H", "H", "H", "H", "H", "H", "H", "H", "H", "H", "H", "H", "H", "H", "H", "C", "C", "C", "O", "C", "C", "C", "O", "O", "O", "H", "H"], "positions_angstrom": [[4.634, 0.656, -1.123], [3.949, 0.262, -2.441], [3.974, -1.237, -2.721], [3.354, -2.019, -1.650], [1.956, -1.915, -1.536], [1.252, -2.787, -2.472], [-0.124, -2.475, -2.502], [-0.697, -2.199, -1.087], [-2.195, -2.523, -1.048], [-3.010, -1.302, -1.515], [-3.255, -0.285, -0.407], [-4.503, -0.400, 0.092], [-2.410, -0.504, 0.648], [-2.984, 1.193, -0.797], [-1.658, 1.283, -1.059], [-3.275, 1.969, 0.252], [-3.749, 1.681, -2.062], [-4.946, 1.045, -2.089], [-3.078, 1.311, -3.161], [-4.099, 3.200, -2.158], [-4.962, 3.482, -1.177], [-4.739, 3.354, -3.336], [-2.894, 4.181, -2.169], [-2.163, 3.844, -3.252], [-2.131, 4.016, -1.088], [-3.195, 5.704, -2.330], [-1.990, 6.294, -2.388], [-3.812, 5.894, -3.503], [-4.023, 6.477, -1.255], [-5.314, 6.144, -1.354], [-3.905, 7.776, -1.592], [-3.583, 6.376, 0.232], [-3.876, 5.189, 0.745], [-2.287, 6.597, 0.354], [-4.244, 7.300, 0.920], [0.162, -2.979, -0.157], [-0.319, -3.186, 1.249], [-1.049, -4.531, 1.407], [-0.986, -5.042, 2.841], [-0.585, -6.127, 3.118], [-1.541, -4.232, 3.783], [1.527, -2.288, -0.111], [1.503, -1.092, 0.803], [4.207, 1.577, -0.728], [5.698, 0.841, -1.282], [4.525, -0.093, -0.342], [4.465, 0.751, -3.272], [2.925, 0.648, -2.454], [5.021, -1.541, -2.780], [3.525, -1.453, -3.701], [3.624, -2.995, -1.694], [1.645, -0.889, -1.756], [-0.308, -1.607, -3.147], [-0.621, -3.344, -2.941], [-0.564, -1.145, -0.857], [-2.420, -3.334, -1.743], [-2.530, -2.844, -0.066], [-2.499, -0.847, -2.361], [-3.987, -1.645, -1.852], [0.317, -3.897, -0.577], [-0.965, -2.356, 1.525], [0.557, -3.174, 1.899], [-2.107, -4.435, 1.164], [-0.576, -5.311, 0.810], [-1.185, -3.332, 3.738], [2.234, -3.023, 0.283], [2.393, -0.474, 0.694], [0.627, -0.443, 0.649], [1.491, -1.450, 1.833], [4.678, 0.971, 4.040], [4.944, 0.835, 5.418], [4.395, -0.457, 6.094], [4.640, -0.682, 7.278], [3.597, -1.347, 5.298], [3.329, -1.182, 3.956], [3.959, 0.055, 3.258], [3.798, 0.201, 2.019], [2.616, -1.958, 3.243], [5.573, 1.641, 6.114], [5.059, 1.842, 3.514], [3.191, -2.207, 5.824]], "forces_ev_per_a": [[-0.031, 0.088, -0.198], [0.181, 0.106, 0.272], [0.152, 0.074, -0.106], [-0.239, -0.095, -0.348], [-0.224, -0.056, 0.008], [-0.081, -0.031, 0.103], [0.186, -0.012, -0.005], [-0.453, -0.210, -0.707], [-0.002, 0.179, -0.163], [0.013, -0.492, 0.138], [0.345, 0.024, 0.092], [-0.118, 0.018, 0.001], [-0.051, 0.022, -0.057], [0.188, -0.104, -0.144], [-0.046, 0.053, 0.028], [-0.089, 0.058, 0.032], [-0.326, -0.049, 0.239], [-0.010, 0.046, -0.013], [0.165, -0.009, -0.140], [0.042, 0.015, -0.219], [0.041, 0.144, 0.185], [-0.027, -0.034, 0.022], [-0.086, -0.075, -0.322], [0.074, 0.039, -0.040], [-0.023, -0.025, 0.328], [0.059, -0.021, 0.276], [0.131, -0.002, -0.004], [-0.178, 0.014, -0.142], [0.202, 0.197, -0.029], [-0.177, -0.200, 0.036], [0.020, 0.064, -0.067], [-0.158, -0.006, -0.067], [-0.048, -0.284, -0.038], [0.304, 0.040, -0.037], [-0.136, 0.158, 0.080], [0.254, 0.150, 0.420], [-0.342, -0.623, 0.177], [0.259, 0.331, 0.291], [-0.108, 0.128, 0.049], [-0.115, -0.252, -0.017], [0.310, 0.083, 0.028], [0.643, 0.556, -0.190], [-0.979, -0.013, -0.026], [0.036, -0.010, 0.058], [0.014, -0.109, 0.031], [-0.055, 0.027, 0.051], [-0.138, 0.015, -0.094], [-0.043, -0.093, -0.049], [-0.040, -0.104, 0.065], [-0.035, 0.018, 0.023], [0.110, 0.076, 0.192], [0.074, 0.029, 0.034], [-0.059, 0.017, 0.048], [-0.029, 0.022, -0.014], [0.184, -0.081, 0.348], [0.072, -0.103, 0.092], [0.006, 0.113, 0.041], [-0.080, 0.123, -0.016], [-0.024, 0.174, -0.076], [0.012, 0.032, -0.019], [0.138, 0.154, -0.058], [0.118, 0.114, -0.069], [0.018, -0.179, -0.181], [-0.097, 0.020, -0.128], [-0.141, -0.022, -0.030], [-0.119, -0.081, 0.046], [0.262, -0.211, 0.242], [0.021, -0.072, -0.294], [0.524, 0.504, 0.146], [-0.125, 0.034, -0.423], [0.024, -0.102, 0.252], [-0.204, -0.263, -0.103], [0.076, 0.161, 0.021], [-0.020, -0.067, 0.271], [0.131, 0.234, -0.203], [0.226, 0.195, 0.160], [-0.118, -0.127, -0.083], [-0.260, -0.395, 0.073], [-0.041, -0.018, -0.098], [0.070, 0.015, 0.107], [-0.015, -0.035, -0.084]], "lowdin_charge": [-0.0950, -0.2479, -0.2169, 0.0237, -0.3265, -0.0730, -0.1388, -0.2220, -0.0993, -0.0427, -0.4250, 0.1356, 0.1119, -0.3580, 0.1493, 0.1761, -0.3338, 0.1564, 0.1617, -0.3440, 0.1725, 0.1656, -0.3427, 0.1678, 0.1817, -0.3481, 0.1717, 0.1742, -0.3473, 0.1706, 0.1645, -0.5712, 0.1906, 0.2062, 0.1948, 0.0064, -0.0877, -0.0569, -0.5131, 0.1539, 0.1099, -0.1929, -0.0278, 0.0740, 0.0704, 0.0516, 0.0999, 0.0886, 0.1210, 0.1097, 0.1348, 0.1528, 0.1377, 0.1307, 0.1305, 0.1249, 0.1028, 0.1203, 0.1402, 0.1816, 0.1333, 0.1344, 0.1171, 0.1295, 0.1244, 0.1744, 0.0752, 0.0944, 0.0449, -0.0332, -0.4126, -0.3867, -0.0121, -0.0313, -0.3979, -0.3806, -0.0916, -0.1339, -0.0319, 0.0894, 0.0886]}